No. 1
{
  "formula": "C22H43N2P3ScSe",
  "method": "ωB97M-V/def2-TZVPD",
  "symbols": ["H", "C", "H", "C", "C", "H", "C", "H", "H", "H", "H", "C", "H", "Se", "C", "C", "H", "H", "C", "H", "P", "H", "H", "P", "H", "H", "N", "C", "H", "H", "H", "H", "C", "H", "H", "H", "H", "Sc", "C", "H", "H", "H", "H", "H", "P", "C", "H", "H", "H", "C", "C", "H", "H", "C", "H", "C", "C", "H", "C", "H", "C", "H", "H", "C", "H", "H", "C", "H", "H", "C", "H", "N"],
  "coordinates": [[3.558, -1.586, -2.429], [1.322, -3.219, -1.261], [0.294, -3.592, -1.169], [-2.700, -2.862, -1.215], [2.185, 3.066, -3.048], [-1.579, 3.462, -3.969], [1.180, 2.793, -2.092], [3.224, 2.962, -2.741], [-2.087, 3.542, 0.955], [3.870, 1.088, 1.632], [1.801, -3.668, -2.143], [-0.172, 3.080, -2.387], [-1.436, -2.529, 2.315], [1.663, 2.024, -0.465], [1.515, 0.242, 4.620], [-3.846, -1.304, 0.844], [-0.077, -1.514, -3.378], [0.512, -0.963, 2.453], [-1.764, 0.415, 3.216], [3.678, -1.615, -0.648], [2.441, -0.152, 3.156], [-4.451, -2.221, 0.890], [-2.184, -3.835, 1.376], [1.368, -1.393, -1.413], [1.254, -0.676, 5.164], [-2.421, -0.756, -2.437], [-1.300, 1.615, 1.186], [3.534, -1.530, 3.468], [0.155, 3.502, -5.743], [2.592, 3.474, -5.116], [-4.338, -0.564, 0.201], [-2.816, 3.656, 3.362], [3.179, -1.133, -1.500], [-2.566, 1.636, 4.820], [2.628, 2.105, 2.413], [0.610, 0.798, 4.359], [-0.524, -3.319, 0.976], [-0.068, 0.229, 0.159], [-1.940, 2.726, 1.657], [2.117, 0.899, 5.266], [1.880, -3.527, -0.366], [-2.030, 1.041, -1.763], [-1.843, -3.038, -1.870], [-3.534, -2.436, -1.781], [-2.255, -1.789, 0.165], [-1.507, -2.970, 1.317], [-3.340, 1.990, -3.475], [-3.746, -0.889, 1.853], [1.726, -1.483, 1.443], [0.462, 3.371, -4.711], [-3.239, 0.898, -3.425], [-1.787, -0.539, 3.744], [0.986, -0.086, -3.451], [-2.244, 1.603, 3.776], [2.993, -2.319, 4.018], [0.941, -1.153, -3.177], [-2.373, 2.745, 2.975], [3.400, -0.056, -1.484], [1.819, 3.325, -4.366], [3.953, -1.928, 2.527], [-2.479, 0.341, -2.479], [-1.560, -0.681, -0.639], [-3.765, 0.315, -4.191], [-1.231, 0.504, 1.948], [4.370, -1.171, 4.090], [4.092, 1.576, 3.318], [-0.527, 3.319, -3.713], [1.667, -1.731, -3.771], [-3.006, -3.814, -0.763], [3.334, 1.274, 2.574], [-0.913, 3.073, -1.579], [1.343, -0.652, 1.921]],
  "lowdin_charge": [0.074, -0.261, 0.018, -0.199, -0.118, 0.103, -0.663, 0.105, 0.135, 0.067, 0.075, -0.154, 0.053, 0.726, -0.134, -0.153, 0.043, 0.041, -0.126, 0.047, 0.808, 0.096, 0.097, 0.718, 0.089, 0.012, -0.072, -0.146, 0.116, 0.121, 0.088, 0.132, -0.250, 0.135, 0.053, 0.052, 0.053, 0.378, -0.042, 0.099, 0.050, 0.022, 0.059, 0.079, 0.883, -0.164, 0.071, 0.060, 0.057, -0.051, 0.015, 0.109, 0.060, -0.014, 0.084, -0.227, -0.001, 0.014, -0.054, 0.078, -0.110, -0.023, 0.086, -0.350, 0.094, 0.096, -0.077, 0.072, 0.085, -0.179, 0.084, -0.128],
  "homo_lumo_gap_ev": 5.3,
  "homo_ev": -14.929,
  "e_tot_ha": -5158.85711,
  "charge": 3
}


No. 2
{
  "formula": "C22H43N3O3S3SiSm",
  "method": "ωB97M-V/def2-TZVPD",
  "symbols": ["H", "S", "Sm", "C", "H", "H", "C", "N", "H", "O", "H", "H", "H", "H", "H", "O", "C", "H", "C", "H", "H", "H", "H", "H", "C", "O", "H", "C", "N", "H", "H", "H", "H", "C", "H", "H", "C", "H", "Si", "H", "H", "H", "C", "C", "C", "H", "H", "H", "H", "C", "H", "N", "C", "C", "H", "H", "C", "H", "S", "C", "H", "C", "H", "H", "H", "H", "C", "H", "C", "S", "H", "C", "C", "H", "C", "H"],
  "coordinates": [[1.627, -18.670, 3.150], [4.955, -19.244, -2.833], [4.632, -18.781, -0.163], [4.715, -13.526, 2.227], [10.465, -21.126, -3.671], [9.271, -15.280, -1.481], [5.626, -14.093, 3.300], [6.987, -17.791, -2.047], [6.385, -14.673, 2.718], [4.241, -14.610, 1.293], [4.169, -18.484, 3.953], [9.461, -19.744, -1.718], [0.853, -17.446, -0.811], [6.163, -13.328, 3.864], [0.004, -21.925, -0.682], [2.819, -16.219, 2.857], [2.076, -15.920, 5.109], [2.231, -17.942, -1.863], [3.578, -15.548, -1.857], [2.297, -14.307, 0.296], [9.154, -19.182, -3.308], [1.110, -16.693, -2.420], [3.799, -23.799, 0.457], [1.815, -16.299, 6.119], [5.535, -12.549, 1.375], [3.185, -16.838, 0.252], [5.967, -11.699, 1.895], [8.362, -17.243, -1.780], [7.502, -20.110, -2.333], [7.483, -15.244, -1.721], [6.299, -13.160, 0.699], [4.822, -12.153, 0.638], [8.792, -21.670, -4.035], [1.358, -17.862, 3.867], [4.685, -16.997, 4.804], [0.988, -15.443, 0.524], [3.433, -12.893, 2.682], [1.211, -15.289, 4.767], [3.846, -16.144, 1.636], [8.872, -17.909, -1.089], [3.581, -12.129, 3.394], [5.082, -14.744, 3.990], [2.568, -16.958, 4.121], [3.202, -22.941, 0.131], [1.665, -14.997, -0.241], [7.171, -21.033, -2.533], [0.499, -17.274, 3.520], [1.122, -18.371, 4.800], [6.314, -17.123, -2.394], [1.886, -23.029, -0.270], [9.593, -22.109, -2.451], [3.061, -20.536, -0.053], [2.511, -16.065, -0.874], [8.936, -20.060, -2.613], [8.130, -15.701, -0.238], [1.100, -19.715, -0.167], [3.851, -21.639, 0.139], [2.913, -15.207, 5.232], [5.553, -17.456, 1.963], [1.598, -17.116, -1.522], [3.532, -18.043, 5.611], [6.642, -19.072, -2.371], [1.428, -24.030, -0.334], [2.684, -13.634, 3.071], [8.978, -17.261, -2.694], [3.738, -16.291, -2.679], [3.824, -17.661, 4.647], [1.003, -14.441, -0.899], [1.054, -21.847, -0.376], [5.482, -21.423, 0.619], [2.948, -12.382, 1.808], [1.672, -20.627, -0.226], [8.331, -15.785, -1.280], [4.515, -15.459, -1.288], [9.486, -21.319, -3.224], [3.406, -14.564, -2.273]],
  "lowdin_spin": [0.000, -0.014, 5.077, 0.000, 0.000, 0.000, 0.000, -0.001, 0.000, 0.000, 0.000, 0.000, 0.000, 0.000, 0.000, 0.000, 0.000, 0.000, 0.000, 0.000, 0.000, 0.000, 0.000, 0.000, 0.000, -0.009, 0.000, 0.000, 0.001, 0.000, 0.000, 0.000, 0.000, 0.000, 0.000, 0.000, 0.000, 0.000, -0.001, 0.000, 0.000, 0.000, 0.000, 0.000, 0.000, 0.000, 0.000, 0.000, 0.000, 0.000, 0.000, -0.013, 0.000, 0.000, 0.000, 0.000, 0.000, 0.000, -0.022, 0.000, 0.000, -0.001, 0.000, 0.000, 0.000, 0.000, 0.000, 0.000, 0.000, -0.018, 0.000, 0.000, 0.000, 0.000, 0.000, 0.000],
  "homo_lumo_gap_ev": [7.2, 7.7],
  "spin_multiplicity": 6,
  "homo_ev": [-10.519, -10.540],
  "e_tot_ha": -3396.14977,
  "s2": 8.76,
  "charge": 1
}


No. 3
{
  "formula": "C22H44Cl2O21",
  "method": "ωB97M-V/def2-TZVPD",
  "symbols": ["C", "H", "H", "H", "H", "H", "H", "H", "H", "H", "O", "C", "H", "H", "C", "C", "H", "C", "H", "H", "H", "H", "H", "H", "H", "C", "H", "H", "O", "O", "O", "H", "O", "H", "H", "O", "O", "C", "C", "O", "H", "O", "C", "C", "H", "O", "C", "O", "H", "H", "Cl", "O", "O", "C", "C", "H", "O", "H", "H", "C", "H", "C", "O", "O", "H", "C", "O", "H", "C", "O", "H", "C", "H", "H", "H", "H", "H", "O", "O", "C", "H", "Cl", "O", "H", "C", "C", "C", "H", "H"],
  "coordinates": [[-12.575, -7.068, -19.382], [-9.933, 1.205, -15.165], [-7.547, 2.040, -17.681], [-13.257, -7.911, -19.394], [-12.322, 0.169, -6.515], [-7.426, -0.455, -9.823], [-12.310, 1.166, -7.966], [-6.348, 3.813, -14.012], [-2.174, -5.807, -15.077], [-6.722, 5.216, -13.054], [-10.633, 0.022, -7.774], [-10.027, -2.596, -9.980], [-8.671, 2.192, -6.050], [-9.133, -3.183, -10.168], [-6.765, -2.984, -18.382], [-10.658, 1.824, -14.643], [-10.424, 2.840, -10.259], [-8.398, 1.450, -18.032], [-3.518, -0.639, -12.881], [-9.420, -4.178, -16.865], [-2.038, -1.076, -11.926], [-7.071, 2.981, -5.888], [-6.863, 5.253, -14.836], [-10.271, -2.033, -10.882], [-7.110, 1.265, -6.135], [-7.033, 4.661, -13.936], [-7.491, -3.771, -15.342], [-8.915, 2.005, -18.804], [-10.985, -4.943, -19.046], [-3.720, -0.912, -10.817], [-11.264, -5.164, -16.830], [-11.632, -7.468, -19.771], [-12.348, -6.506, -18.094], [-9.497, 4.282, -10.633], [-11.031, 1.320, -13.753], [-7.578, 2.363, -7.788], [-5.730, -1.592, -11.586], [-2.538, -5.845, -16.110], [-8.579, 3.016, -8.395], [-5.532, -4.180, -15.579], [-12.867, -6.276, -20.071], [-10.065, 3.057, -14.258], [-11.678, 0.751, -7.177], [-7.636, 2.185, -6.376], [-5.997, -2.973, -17.603], [-3.850, -5.351, -16.197], [-9.447, 3.194, -10.592], [-7.091, -1.702, -18.858], [-10.849, -3.251, -9.696], [-11.531, 1.983, -15.274], [-8.846, 0.245, -12.165], [-12.031, -1.146, -9.034], [-8.218, -1.146, -16.982], [-3.105, -1.225, -12.065], [-6.619, -3.925, -14.704], [-10.529, -3.828, -15.510], [-8.366, 4.249, -13.749], [-10.827, -3.119, -17.062], [-8.217, -0.057, -14.524], [-5.023, -1.109, -10.744], [-6.453, -2.985, -14.179], [-8.782, 3.219, -14.481], [-7.774, 0.313, -18.649], [-9.814, -1.556, -9.021], [-6.362, -3.552, -19.215], [-10.912, -0.912, -8.649], [-9.485, 3.603, -7.876], [-2.481, -6.903, -16.360], [-8.381, -0.680, -13.652], [-4.534, -5.552, -14.066], [-6.977, -2.047, -9.249], [-6.746, -0.986, -9.154], [-8.924, 1.212, -17.114], [-6.921, -0.627, -8.147], [-6.924, -4.681, -13.982], [-1.861, -5.221, -16.686], [-7.503, -1.202, -13.290], [-8.392, 2.836, -9.696], [-5.407, -0.695, -9.540], [-10.456, -4.021, -16.575], [-3.190, -2.291, -12.289], [-9.677, -1.796, -14.070], [-8.082, 2.592, -15.221], [-9.244, 2.761, -11.562], [-11.489, -5.476, -18.092], [-4.606, -5.075, -15.167], [-7.671, -0.834, -18.025], [-11.240, 1.566, -6.612], [-7.566, -3.547, -17.898]],
  "lowdin_charge": [-0.049, 0.058, 0.092, 0.092, 0.101, 0.053, 0.102, 0.096, 0.096, 0.097, 0.007, -0.033, 0.086, 0.093, -0.046, -0.042, 0.101, -0.008, 0.098, 0.074, 0.094, 0.096, 0.100, 0.062, 0.089, -0.049, 0.065, 0.099, 0.129, 0.016, 0.015, 0.097, 0.005, 0.104, 0.076, -0.010, 0.114, -0.041, -0.618, -0.014, 0.095, 0.022, -0.040, -0.031, 0.086, 0.013, -0.046, 0.019, 0.099, 0.102, 0.617, 0.124, 0.085, -0.034, -0.040, 0.038, 0.007, 0.103, 0.008, -0.622, 0.081, -0.634, 0.020, -0.017, 0.101, -0.634, 0.132, 0.097, -0.910, 0.135, 0.094, -0.037, 0.061, 0.091, 0.105, 0.095, -0.009, -0.005, 0.017, -0.056, 0.095, 0.597, 0.114, 0.021, -0.623, -0.606, -0.588, 0.084, 0.075],
  "homo_lumo_gap_ev": 11.2,
  "homo_ev": -10.768,
  "e_tot_ha": -3365.10978,
  "smiles": "COC(=O)OC.COC(=O)OC.COC(=O)OC.COC(=O)OC.COC(=O)OC.COC(=O)OC.COC(=O)OC.ClCCl"
}


No. 4
{
  "formula": "C22H44N2O3Rb",
  "method": "ωB97M-V/def2-TZVPD",
  "symbols": ["H", "H", "H", "H", "H", "C", "C", "C", "C", "H", "C", "C", "C", "C", "C", "O", "H", "H", "N", "C", "C", "H", "H", "H", "C", "C", "O", "H", "C", "C", "C", "C", "H", "H", "H", "C", "H", "H", "H", "H", "H", "H", "H", "H", "Rb", "H", "H", "H", "H", "H", "H", "H", "H", "H", "H", "H", "N", "C", "H", "H", "O", "H", "H", "H", "C", "C", "H", "H", "C", "H", "H", "H"],
  "coordinates": [[-1.383, 5.562, -2.899], [-1.283, -1.051, 1.507], [0.244, 4.247, 2.007], [-3.077, -2.047, 2.815], [-2.812, 4.900, 0.239], [-0.220, 4.364, 1.024], [-0.805, 3.018, 0.524], [2.901, -2.353, -2.345], [-3.616, -1.408, -0.416], [-0.160, 0.950, 0.620], [-1.443, 3.631, -1.841], [-1.025, 5.096, -1.972], [3.622, -4.363, 0.802], [-1.804, -1.870, 1.011], [-2.296, 2.868, 0.819], [0.683, 2.776, -1.315], [2.677, -4.893, 0.989], [2.073, -1.787, -2.778], [-0.630, 2.867, -0.917], [-0.072, 1.867, 1.212], [-1.389, 3.019, -3.243], [4.373, -5.155, 0.930], [-1.133, -2.718, 0.915], [3.415, -4.864, -1.251], [3.590, -0.695, 1.883], [3.630, -3.956, -0.672], [1.867, -0.741, -0.320], [0.060, 5.198, -1.909], [1.593, -2.157, 2.184], [-2.930, 3.563, -1.436], [2.892, -1.971, 1.394], [2.561, -2.898, -0.950], [3.651, -3.502, 2.737], [-5.124, -2.121, 1.030], [4.287, -0.374, 1.117], [-3.125, 3.867, 0.047], [-3.190, -3.368, 1.687], [-1.007, 5.119, 1.112], [-4.179, 3.876, 0.354], [0.521, 4.716, 0.311], [0.619, -3.267, -1.951], [-3.571, 4.175, -2.077], [-3.282, 2.529, -1.574], [-1.689, 1.969, -3.336], [-0.371, -0.066, -1.994], [-2.593, 1.857, 0.517], [4.616, -3.589, -0.962], [2.855, 0.084, 2.096], [3.768, -1.693, -2.289], [-1.420, 5.743, -1.179], [1.147, -4.622, -0.908], [4.866, -2.825, 1.661], [-0.376, 3.083, -3.647], [-2.488, 2.953, 1.897], [-0.479, 1.652, 2.206], [1.011, -2.964, 1.729], [2.723, -1.812, -0.036], [-3.092, -2.281, 1.751], [4.049, -0.889, 2.863], [-2.065, 3.584, -3.893], [-2.201, -1.418, -0.277], [0.562, -3.093, -0.217], [1.000, 2.041, 1.285], [0.978, -1.268, 2.046], [1.136, -3.538, -1.030], [-4.190, -1.554, 0.986], [-4.415, -0.578, 1.418], [-3.948, -0.471, -0.869], [3.827, -3.166, 1.708], [-3.876, -2.234, -1.088], [1.810, -2.406, 3.221], [3.150, -3.145, -3.066]],
  "lowdin_charge": [0.073, 0.110, 0.071, 0.111, 0.088, -0.026, -0.518, -0.059, -0.202, 0.030, -0.540, -0.047, -0.196, -0.187, -0.154, -0.308, 0.105, 0.039, -0.295, -0.047, -0.082, 0.101, 0.094, 0.109, -0.040, -0.160, -0.354, 0.075, -0.039, -0.149, -0.529, -0.536, 0.105, 0.108, 0.086, -0.197, 0.109, 0.057, 0.104, 0.070, 0.059, 0.114, 0.106, 0.025, 0.882, 0.109, 0.115, 0.066, 0.088, 0.066, 0.070, 0.112, 0.080, 0.118, 0.081, 0.059, -0.227, -0.145, 0.075, 0.075, -0.260, 0.036, 0.084, 0.059, -0.020, -0.162, 0.111, 0.115, -0.145, 0.120, 0.075, 0.078],
  "homo_lumo_gap_ev": 4.0,
  "homo_ev": -2.138,
  "e_tot_ha": -1223.86921,
  "charge": -1
}